A structure of composition C23H35MoN2O4S, computed with ωB97M-V/def2-TZVPD.

Each line ends with the Löwdin spin population.
Cartesian coordinates (Å):
Mo -0.109 0.229 0.950  0.800
C -2.227 2.013 2.550  0.010
O -1.427 0.861 2.806  0.044
C -2.195 -0.302 3.093  0.010
C -1.220 -1.423 3.318  0.001
O -0.490 -1.644 2.107  0.011
C 0.295 -2.852 2.189  0.001
C 1.035 -3.117 0.903  0.003
O 2.324 -2.568 0.986  0.003
C 2.938 -2.488 -0.281  0.002
H -2.825 2.250 3.434  0.000
H -2.877 1.838 1.689  0.004
H -1.539 2.823 2.325  0.001
H -2.855 -0.522 2.247  0.004
H -2.797 -0.146 3.994  0.000
H -1.744 -2.338 3.609  0.000
H -0.513 -1.141 4.105  0.000
H -0.409 -3.663 2.392  0.000
H 1.002 -2.766 3.018  0.000
H 0.474 -2.683 0.066  0.002
H 1.094 -4.204 0.748  0.000
H 3.075 -3.484 -0.721  0.000
H 3.911 -2.022 -0.140  0.000
H 2.338 -1.877 -0.962  0.001
O 0.558 2.234 0.817  0.020
N 1.728 2.651 1.299  0.007
C 2.118 3.888 0.913  -0.002
C 3.279 4.439 1.368  0.005
C 4.072 3.692 2.250  -0.001
C 3.665 2.440 2.621  0.003
C 2.463 1.879 2.143  0.004
S 1.921 0.315 2.547  0.029
H 1.429 4.365 0.233  0.000
H 3.561 5.428 1.041  0.000
H 4.998 4.099 2.632  0.000
H 4.253 1.832 3.293  0.000
C 2.228 0.768 -1.973  0.011
C 1.049 1.192 -2.849  0.000
C 0.422 2.511 -2.387  0.000
C -0.038 0.151 -3.076  -0.005
C -0.324 -0.173 -4.397  0.001
C -1.384 -0.994 -4.739  -0.006
C -2.197 -1.478 -3.731  0.001
C -1.951 -1.200 -2.391  -0.005
C -2.972 -1.716 -1.388  0.000
C -3.692 -0.567 -0.673  0.010
C -2.419 -2.740 -0.398  0.001
C -0.832 -0.406 -2.045  0.012
N -0.524 -0.153 -0.716  -0.014
H 2.950 1.586 -1.912  0.000
H 2.737 -0.095 -2.407  0.000
H 1.919 0.511 -0.960  0.012
H 1.468 1.380 -3.843  0.000
H -0.104 2.388 -1.443  0.001
H -0.284 2.875 -3.137  0.000
H 1.196 3.273 -2.253  0.000
H 0.296 0.252 -5.179  0.000
H -1.588 -1.231 -5.775  0.000
H -3.055 -2.091 -3.984  0.000
H -3.721 -2.241 -1.989  0.000
H -2.967 0.096 -0.199  0.012
H -4.371 -0.955 0.092  0.000
H -4.279 0.021 -1.380  0.000
H -1.712 -2.275 0.282  0.002
H -1.916 -3.556 -0.922  0.000
H -3.235 -3.169 0.190  0.000

Forces on atoms 1 to 2 (eV/Å):
Mo 0.867 -0.025 -0.301
C -0.016 0.004 0.004

The spin multiplicity is 2. The gap between HOMO and LUMO (spin up / spin down) is 6.40 / 6.51 eV. The HOMO energy (spin up / spin down) comes out at -5.8 / -5.9 eV.

=====

An isolated molecule of C23H35N3O4S in a non-equilibrium geometry, computed with ωB97M-V/def2-TZVPD.

Each line ends with the Löwdin charge.
Cartesian coordinates (Å):
C 2.112 0.100 2.440  -0.077
O 0.727 0.218 2.662  -0.093
C -0.121 -0.489 1.861  -0.183
C 0.299 -1.243 0.778  0.034
C -0.620 -1.959 0.021  -0.213
C -0.147 -2.662 -1.232  -0.092
N 0.615 -1.741 -2.064  -0.088
C 0.119 -0.517 -2.371  -0.762
S 1.102 0.722 -2.894  0.695
N -1.215 -0.335 -2.264  0.036
C -1.861 0.952 -2.355  -0.114
C -1.926 1.621 -0.971  -0.471
O -2.913 1.548 -0.265  0.065
N -0.790 2.237 -0.626  0.108
C -0.643 2.961 0.622  -0.285
C 0.843 3.120 0.982  -0.127
C 1.172 4.613 0.835  -0.183
C 0.036 5.181 -0.013  -0.193
C -1.174 4.397 0.482  -0.134
C 1.908 -2.159 -2.571  -0.320
C 1.829 -3.462 -3.403  -0.123
C 2.825 -4.433 -2.763  -0.191
C 3.845 -3.516 -2.092  -0.189
C 2.972 -2.421 -1.490  -0.141
C -1.957 -1.917 0.362  0.021
C -2.413 -1.136 1.428  -0.201
O -3.750 -1.178 1.627  -0.054
C -4.411 -0.064 2.203  -0.057
C -1.488 -0.415 2.190  -0.144
O -1.899 0.394 3.234  -0.110
C -1.538 -0.059 4.523  -0.062
H 2.446 -0.938 2.541  0.101
H 2.585 0.706 3.211  0.099
H 2.400 0.481 1.456  0.089
H 1.336 -1.255 0.493  0.096
H -1.001 -3.084 -1.778  0.132
H 0.517 -3.487 -0.971  0.129
H -1.755 -1.027 -1.768  0.109
H -2.880 0.797 -2.715  0.130
H -1.305 1.574 -3.060  0.082
H -0.019 2.247 -1.284  0.055
H -1.204 2.404 1.377  0.137
H 1.450 2.523 0.299  0.105
H 1.033 2.771 1.994  0.102
H 1.170 5.094 1.814  0.108
H 2.149 4.774 0.381  0.104
H -0.080 6.256 0.110  0.106
H 0.211 4.971 -1.070  0.110
H -2.027 4.440 -0.193  0.114
H -1.486 4.766 1.459  0.119
H 2.251 -1.341 -3.208  0.070
H 2.118 -3.252 -4.433  0.114
H 0.818 -3.865 -3.422  0.106
H 2.330 -5.047 -2.008  0.107
H 3.279 -5.100 -3.494  0.106
H 4.513 -3.092 -2.842  0.116
H 4.446 -4.031 -1.343  0.108
H 2.509 -2.793 -0.576  0.102
H 3.530 -1.516 -1.252  0.115
H -2.699 -2.475 -0.191  0.132
H -5.463 -0.199 1.953  0.095
H -4.296 -0.038 3.288  0.087
H -4.043 0.864 1.764  0.083
H -1.962 -1.050 4.725  0.100
H -0.453 -0.100 4.648  0.085
H -1.957 0.666 5.218  0.095

Forces on atoms 1 to 2 (eV/Å):
C 0.273 -0.035 -0.049
O -0.558 0.005 -0.051

The gap between HOMO and LUMO is 8.79 eV. The HOMO energy comes out at -8.2 eV.

=====

A structure of composition C23H35N6O3SeTl, computed with ωB97M-V/def2-TZVPD.

Each line ends with the Löwdin charge.
Cartesian coordinates (Å):
Tl -0.414 0.600 -0.090  0.929
C -2.580 2.439 -0.901  -0.249
C -3.146 1.426 -0.114  -0.259
C -2.659 1.576 1.202  -0.248
C -1.781 2.683 1.213  -0.257
C -1.734 3.209 -0.084  -0.251
H -2.795 2.626 -1.942  0.080
H -3.920 0.741 -0.425  0.083
H -2.990 1.018 2.063  0.089
H -1.313 3.106 2.088  0.083
H -1.197 4.091 -0.391  0.079
N 1.567 0.202 1.870  -0.007
C 1.125 -0.424 3.104  -0.287
C 2.254 -1.072 3.943  -0.143
C 3.218 -2.034 3.227  -0.171
C 2.770 -3.501 3.142  -0.165
N 1.636 -3.692 2.261  0.094
C 1.676 -3.474 0.946  -0.459
N 0.556 -3.196 0.293  0.216
N 2.811 -3.669 0.257  0.184
C -0.024 -1.435 2.815  -0.638
O -0.215 -2.333 3.646  -0.012
O -0.628 -1.336 1.717  -0.158
H 2.013 -0.478 1.260  0.012
H 2.228 0.946 2.065  0.091
H 0.676 0.368 3.716  0.153
H 1.773 -1.591 4.773  0.111
H 2.858 -0.260 4.358  0.109
H 4.161 -2.030 3.779  0.110
H 3.431 -1.675 2.216  0.092
H 2.467 -3.856 4.127  0.131
H 3.612 -4.118 2.808  0.109
H 0.745 -3.470 2.732  0.112
H -0.170 -2.651 0.809  0.079
H 0.605 -2.951 -0.688  0.063
H 3.669 -3.907 0.721  0.106
H 2.838 -3.410 -0.717  0.031
C 2.672 -0.787 -5.046  -0.023
N 3.780 -0.469 -4.193  -0.080
C 3.747 -0.426 -2.839  -0.734
Se 2.407 -0.996 -1.766  0.714
N 4.957 0.010 -2.402  0.115
C 5.792 0.206 -3.476  -0.181
C 7.118 0.593 -3.571  -0.008
C 7.676 0.623 -4.842  -0.087
C 6.938 0.284 -5.970  -0.086
C 5.604 -0.084 -5.882  -0.002
C 5.039 -0.115 -4.618  -0.160
H 1.769 -0.852 -4.440  0.045
H 2.834 -1.746 -5.542  0.105
H 2.552 -0.006 -5.798  0.105
H 5.166 0.178 -1.432  0.155
H 7.694 0.851 -2.696  0.112
H 8.710 0.911 -4.957  0.104
H 7.416 0.302 -6.937  0.104
H 5.037 -0.347 -6.758  0.110
C -3.215 -2.270 -2.432  -0.152
C -2.778 -1.036 -3.215  -0.151
C -1.267 -1.216 -3.182  -0.230
O -0.968 -1.712 -1.881  -0.312
C -2.151 -2.320 -1.335  -0.202
H -3.155 -3.158 -3.066  0.113
H -4.220 -2.193 -2.027  0.115
H -3.047 -0.134 -2.667  0.101
H -3.180 -0.990 -4.225  0.115
H -0.711 -0.287 -3.333  0.106
H -0.948 -1.957 -3.935  0.122
H -2.453 -1.742 -0.456  0.108
H -1.911 -3.341 -1.023  0.116

Forces on atoms 1 to 2 (eV/Å):
Tl -0.144 0.422 -0.198
C 0.007 0.248 -0.224

The gap between HOMO and LUMO is 6.24 eV. The HOMO energy comes out at -6.4 eV.

=====

Energy relative to the best compared isomer or geometry (same formula, charge and spin) values (in kcal per mole) by entry order: 7.72, 48.34, 14.14.